This record from the Open Molecules 2025 dataset describes one molecule with the formula C5H6N2O. The level of theory is ωB97M-V/def2-TZVPD.

Output
ΔE to the lowest compared entry with this formula, charge and spin: 490.27 kJ/mol
LUMO level (alpha / beta): -0.95 / -1.16 eV
total charge: 0

Last column: Löwdin charge in e.
Geometry (Å):
1 C 1.2716 -1.4006 0.2709  -0.02
2 N -0.4667 1.6281 -0.1570  0.08
3 C 0.9988 -0.2706 -0.6944  -0.39
4 C -1.1517 0.5089 -0.3324  -0.16
5 C -2.2876 -0.0612 -0.0046  0.04
6 C 0.8764 1.2796 0.0873  -0.42
7 O 1.3033 -0.2776 -1.8560  0.10
8 N 1.7785 1.7840 0.6977  0.22
9 H -0.8868 2.5072 0.1799  0.17
10 H 1.0204 -2.3441 -0.2140  0.09
11 H 2.3381 -1.4003 0.5057  0.09
12 H 0.7090 -1.2882 1.1962  0.08
13 H -2.7403 -0.8194 -0.6314  0.06
14 H -2.7630 0.1540 0.9522  0.07

This record from the Open Molecules 2025 dataset describes C6H14N2 as an isolated structure. The level of theory is ωB97M-V/def2-TZVPD.

Output
ΔE to the lowest compared entry with this formula, charge and spin: 147.64 kJ/mol
LUMO level: 0.98 eV
total charge: 0

Last column: Löwdin charge in e.
Geometry (Å):
1 C -1.2532 0.2615 0.0466  -0.33
2 C -1.4225 1.2809 1.1272  -0.06
3 C -0.2283 -1.6974 -1.0568  -0.07
4 C 2.2949 -1.1161 0.3178  -0.04
5 C -0.1272 -0.4921 -0.1497  -0.22
6 C 1.1479 -0.1344 0.4277  -0.40
7 N -2.4380 -0.0925 -0.5576  0.11
8 N 1.3009 1.0233 0.9591  0.06
9 H 0.6500 2.8618 -1.1929  0.04
10 H -2.3951 -0.6021 -1.4287  0.09
11 H -3.2061 0.5506 -0.4615  0.09
12 H 0.8296 2.4336 -0.5397  0.00
13 H 2.2376 1.1906 1.3212  0.05
14 H -1.2250 2.2734 0.7273  0.07
15 H -2.4337 1.2442 1.5292  0.08
16 H -0.7159 1.1246 1.9344  0.07
17 H -0.3190 -1.3944 -2.1068  0.08
18 H -1.1059 -2.2981 -0.7912  0.08
19 H 0.6404 -2.3433 -0.9810  0.06
20 H 3.1557 -0.7438 0.8736  0.07
21 H 2.5953 -1.2429 -0.7220  0.08
22 H 2.0176 -2.0876 0.7240  0.08

no.,total energy (eV)
1,-10304.5222
2,-9427.9542